Formula: C5H8N2O
Source: the Open Molecules 2025 dataset
Level of theory: ωB97M-V with the def2-TZVPD basis set

Geometry as XYZ:
```
16
Properties=species:S:1:pos:R:3:forces:R:3
C 0.16328 -1.65273 0.13852 -0.175 -2.289 1.737
N -1.06704 -1.70549 -0.26333 1.384 3.231 -0.184
O -1.83330 -0.38452 -0.32715 1.383 -2.570 0.032
C -1.26806 0.85756 -0.60294 -0.066 2.704 3.841
C 0.04532 1.20353 0.34947 -2.063 0.121 -3.565
C 1.46557 1.66162 0.06116 1.394 1.456 2.256
N 1.08170 0.40659 -0.31127 -0.214 -3.611 2.597
C 1.27730 -0.62255 0.83264 -4.838 0.797 -3.559
H 0.47315 -2.75567 0.04848 0.155 1.627 0.399
H -0.86695 1.25078 -1.48410 0.136 -0.844 -2.424
H -2.22232 1.38590 -0.37514 1.011 0.719 -0.084
H -0.04912 0.81505 1.30044 -1.168 0.489 1.793
H 2.25188 1.71506 0.91644 -1.665 0.338 -1.166
H 1.74461 2.18954 -0.79455 0.138 1.606 -0.931
H 0.97553 -0.09534 1.83687 1.552 -2.094 -1.522
H 2.15657 -1.02137 0.51793 3.035 -1.680 0.780
```
Positions in Å, forces in eV/Å.

The value obtained for the HOMO energy is -9.57 eV. The calculation puts the energy relative to the best compared isomer or geometry (same formula, charge and spin) at 8.122 eV. Its total energy is -10334.604 eV. Its LUMO energy is 0.034 hartree. As for the HOMO-LUMO gap: 10.50 eV. As for the total charge: 0.

Here are the Löwdin charges for atoms 1 to 5, given in e:
1. C -0.095
2. N 0.094
3. O -0.156
4. C -0.164
5. C -0.174